{
  "formula": "C6H4O2S",
  "method": "ωB97M-V/def2-TZVPD",
  "elements": ["C", "S", "C", "O", "C", "H", "H", "H", "O", "H", "C", "C", "C"],
  "coordinates": [[-0.279, -1.204, -0.400], [-1.161, -1.665, 1.013], [0.644, 1.560, -0.191], [-0.422, -2.533, 1.876], [-0.112, 1.178, 0.972], [0.826, -1.203, -2.172], [1.539, 1.100, -2.040], [-0.231, 1.931, 1.751], [-2.566, -1.831, 0.816], [0.994, 2.581, -0.213], [0.497, -0.634, -1.307], [-0.661, -0.014, 1.118], [0.933, 0.734, -1.222]],
  "homo_energy_ha": -0.3600,
  "energy_ha": -779.50930,
  "lumo_energy_ev": -0.243,
  "e_above_lowest_ev": 2.760
}